This record from OMol25 describes a single C24H30N4O2 molecule. The level of theory is ωB97M-V/def2-TZVPD.

Geometry as XYZ:
```
60
C24H30N4O2 (ωB97M-V/def2-TZVPD)
C -4.63 -2.49 -0.20
O -3.47 -3.18 0.21
C -2.63 -3.59 -0.84
C -1.70 -2.49 -1.40
N -0.46 -2.43 -0.65
C -0.64 -1.90 0.69
C 0.68 -1.99 1.45
N 1.68 -1.21 0.76
C 2.92 -1.08 1.50
C 3.82 -0.08 0.85
C 5.19 -0.15 0.72
N 5.59 0.92 0.01
C 6.92 1.29 -0.36
N 4.55 1.68 -0.35
C 3.47 1.10 0.15
C 2.14 1.66 -0.07
C 1.18 1.67 0.94
C -0.08 2.19 0.72
C -0.41 2.70 -0.53
O -1.62 3.28 -0.82
C -2.76 2.89 -0.17
C -3.73 3.86 0.03
C -4.93 3.52 0.63
C -5.17 2.21 1.04
C -4.20 1.25 0.82
C -3.00 1.57 0.21
C 0.55 2.71 -1.54
C 1.81 2.20 -1.31
C 1.86 -1.74 -0.57
C 0.55 -1.65 -1.34
H -5.20 -2.29 0.70
H -4.39 -1.55 -0.71
H -5.23 -3.11 -0.88
H -3.24 -4.00 -1.66
H -2.01 -4.39 -0.43
H -1.46 -2.75 -2.43
H -2.24 -1.52 -1.40
H -1.41 -2.49 1.20
H -0.95 -0.85 0.67
H 0.54 -1.59 2.46
H 0.98 -3.05 1.54
H 3.46 -2.05 1.58
H 2.68 -0.76 2.51
H 5.89 -0.88 1.08
H 7.53 1.48 0.52
H 7.39 0.50 -0.95
H 6.86 2.20 -0.96
H 1.43 1.29 1.92
H -0.80 2.22 1.52
H -3.53 4.87 -0.29
H -5.68 4.28 0.78
H -6.10 1.95 1.51
H -4.37 0.23 1.13
H -2.26 0.81 0.03
H 0.28 3.12 -2.50
H 2.56 2.21 -2.09
H 2.63 -1.16 -1.09
H 2.19 -2.80 -0.54
H 0.69 -2.05 -2.35
H 0.27 -0.58 -1.42
```

As for the LUMO energy: 0.0298 Eh. For the largest force on an atom, the calculation gives 0.75 eV Å⁻¹. The calculation puts the electronic energy at -1301.99712 hartree. The calculation puts the relative energy (zero: lowest compared OMol25 entry of this formula, charge and spin) at 64.6 kcal/mol. The molar mass comes out at 406.53 g/mol. As for the HOMO energy: -0.2869 hartree. The total charge is 0. The frontier orbital gap comes out at 8.62 eV.


This record from OMol25 describes 6 unconnected molecules or ions with the total composition C24H30N6. The level of theory is ωB97M-V/def2-TZVPD.

Geometry as XYZ:
```
60
C24H30N6 (ωB97M-V/def2-TZVPD)
C 3.14 4.01 1.05
C 2.85 2.97 -0.01
C 3.48 1.68 0.31
N 4.34 2.01 1.42
C 4.26 3.27 1.91
H 2.70 4.83 1.22
H 2.13 3.01 -0.80
H 3.50 0.70 -0.17
H 4.81 1.44 2.07
H 4.91 3.49 2.85
C -5.08 -2.65 -0.98
C -3.80 -2.00 -0.42
C -3.05 -1.57 -1.55
N -3.78 -1.99 -2.72
C -5.02 -2.64 -2.39
H -6.04 -3.08 -0.55
H -3.60 -2.06 0.57
H -1.99 -1.09 -1.70
H -3.38 -1.75 -3.69
H -5.58 -3.26 -2.86
C -1.11 -2.89 3.77
C 0.31 -2.99 4.25
C 0.73 -1.44 4.32
N -0.34 -0.67 3.81
C -1.44 -1.43 3.55
H -1.78 -3.87 3.62
H 0.78 -3.80 4.53
H 1.39 -0.85 4.85
H -0.10 0.33 3.75
H -2.28 -0.94 2.98
C 1.49 1.05 -4.17
C 2.93 0.95 -4.14
C 3.57 1.41 -5.36
N 2.50 1.75 -6.16
C 1.20 1.53 -5.56
H 1.08 1.12 -3.19
H 3.54 0.81 -3.25
H 4.57 1.71 -5.65
H 2.69 2.13 -6.98
H 0.35 1.84 -6.10
C -3.06 2.45 1.19
C -1.79 3.03 0.68
C -0.75 1.88 0.87
N -1.37 0.73 1.22
C -2.69 1.01 1.76
H -4.07 2.75 1.29
H -1.86 4.09 0.42
H 0.23 1.79 0.59
H -0.84 -0.03 1.55
H -3.34 0.08 1.92
C 0.16 -2.44 -0.50
C 1.30 -1.53 -0.31
C 1.27 -1.12 1.17
N 0.22 -1.73 1.73
C -0.36 -2.65 0.92
H -0.21 -3.14 -1.41
H 1.78 -0.99 -1.26
H 1.78 -0.38 1.67
H -0.06 -1.64 2.62
H -1.22 -3.23 1.42
```

As for the LUMO energy: 0.0186 Eh. For the largest force on an atom, the calculation gives 13.54 eV Å⁻¹. The calculation puts the electronic energy at -1260.48647 hartree. The calculation puts the relative energy (zero: lowest compared OMol25 entry of this formula, charge and spin) at 328.8 kcal/mol. The molar mass comes out at 402.55 g/mol. As for the HOMO energy: -0.2806 hartree. The total charge is 0. The frontier orbital gap comes out at 8.14 eV.


This record from OMol25 describes a molecular structure, C24H30N7O3Pt. The level of theory is ωB97M-V/def2-TZVPD.

Geometry as XYZ:
```
65
C24H30N7O3Pt (ωB97M-V/def2-TZVPD)
Pt -0.39 1.03 -1.14
O 0.00 3.10 -4.68
C 0.01 2.39 -3.71
N -0.81 2.41 -2.61
C -1.80 3.31 -2.35
O -2.20 4.22 -3.01
C -2.39 3.02 -0.98
C -3.45 3.77 -0.52
C -3.95 3.53 0.75
C -3.36 2.53 1.53
C -2.31 1.81 1.00
N -1.84 2.05 -0.23
C 1.03 1.28 -3.56
C 1.96 1.07 -4.56
C 2.94 0.10 -4.37
C 2.95 -0.62 -3.19
C 1.98 -0.37 -2.24
N 1.04 0.56 -2.43
H -3.85 4.53 -1.17
H -4.77 4.11 1.14
H -3.70 2.32 2.53
H -1.83 1.02 1.55
H 1.90 1.68 -5.45
H 3.68 -0.08 -5.13
H 3.70 -1.38 -2.99
H 1.94 -0.91 -1.30
C 2.89 3.88 1.39
N 2.66 2.58 2.00
C 3.29 2.37 3.30
C 3.47 0.89 3.56
C 2.13 0.22 3.39
N 1.60 0.50 2.06
C 0.68 -0.48 1.54
C 1.83 1.69 1.40
O 1.32 1.96 0.30
H 3.96 4.08 1.34
H 2.41 4.67 1.98
H 2.47 3.89 0.39
H 2.67 2.82 4.09
H 4.25 2.89 3.30
H 3.86 0.73 4.56
H 4.18 0.48 2.84
H 1.43 0.55 4.16
H 2.23 -0.87 3.48
H 1.17 -1.46 1.44
H 0.33 -0.17 0.54
H -0.19 -0.60 2.19
N -1.68 -0.85 -1.46
C -1.84 -1.94 -1.09
N -2.02 -3.17 -0.69
C -1.44 -4.31 -1.43
C -0.88 -5.33 -0.46
C -1.95 -5.74 0.55
C -2.45 -4.51 1.31
C -3.02 -3.49 0.34
H -0.67 -3.92 -2.10
H -2.23 -4.76 -2.04
H -0.03 -4.89 0.07
H -0.51 -6.19 -1.02
H -1.56 -6.49 1.24
H -2.79 -6.20 0.02
H -1.62 -4.06 1.86
H -3.22 -4.79 2.03
H -3.31 -2.57 0.84
H -3.91 -3.90 -0.15
```

As for the LUMO energy (spin up / spin down): -0.0972 / -0.0972 Eh. For the largest force on an atom, the calculation gives 1.68 eV Å⁻¹. The calculation puts the electronic energy at -1660.70572 hartree. The calculation puts the relative energy (zero: lowest compared OMol25 entry of this formula, charge and spin) at 0.0 kcal/mol. The molar mass comes out at 659.63 g/mol. As for the HOMO energy (spin up / spin down): -0.3886 / -0.3885 hartree. The total charge is +1. The frontier orbital gap (spin up / spin down) comes out at 7.93 / 7.93 eV.


This record from OMol25 describes a molecular structure, C24H31Cl3N5OPdS2. The level of theory is ωB97M-V/def2-TZVPD.

Geometry as XYZ:
```
67
C24H31Cl3N5OPdS2 (ωB97M-V/def2-TZVPD)
Pd -0.99 -0.99 -0.85
Cl 3.11 -4.79 3.88
C 2.32 -4.18 2.46
C 1.14 -3.47 2.58
C 0.54 -3.00 1.43
Cl -0.98 -2.13 1.58
C 1.03 -3.18 0.12
O 0.46 -2.72 -0.94
C 2.24 -3.92 0.08
Cl 2.94 -4.22 -1.48
C 2.87 -4.41 1.21
H 0.70 -3.29 3.55
H 3.79 -4.97 1.11
C 0.00 0.95 -5.17
N -0.29 -0.43 -4.81
C 0.13 -1.55 -5.51
C -0.29 -2.62 -4.83
N -0.99 -2.17 -3.72
C -0.96 -0.80 -3.71
S -1.63 0.32 -2.61
C -1.68 -3.02 -2.82
C -1.87 -4.36 -3.13
C -2.62 -5.14 -2.27
C -3.20 -4.56 -1.15
C -2.94 -3.23 -0.91
N -2.17 -2.48 -1.71
H 0.48 0.95 -6.14
H 0.66 1.39 -4.42
H -0.92 1.52 -5.22
H 0.70 -1.47 -6.41
H -0.15 -3.66 -5.05
H -1.46 -4.80 -4.03
H -2.76 -6.19 -2.49
H -3.81 -5.13 -0.46
H -3.34 -2.73 -0.04
C 2.40 5.66 1.40
C 2.65 4.17 1.54
C 2.57 3.40 0.23
C 1.21 3.47 -0.46
N 0.11 3.04 0.41
C -0.28 1.79 0.59
S 0.60 0.48 -0.12
N -1.33 1.53 1.36
C -2.09 2.53 2.12
C -1.37 3.05 3.37
C -1.37 2.09 4.55
C -0.48 0.86 4.39
H 2.55 6.18 2.34
H 1.37 5.88 1.08
H 3.07 6.10 0.66
H 1.95 3.73 2.26
H 3.64 4.00 1.97
H 2.82 2.34 0.39
H 3.32 3.78 -0.48
H 1.19 2.85 -1.35
H 0.98 4.50 -0.76
H -0.35 3.76 0.94
H -1.48 0.56 1.55
H -3.03 2.05 2.40
H -2.36 3.34 1.44
H -1.86 3.98 3.66
H -0.34 3.31 3.11
H -2.39 1.78 4.77
H -1.03 2.65 5.43
H -0.85 0.17 3.63
H -0.42 0.30 5.32
H 0.54 1.14 4.11
```

As for the LUMO energy: -0.1338 Eh. For the largest force on an atom, the calculation gives 0.47 eV Å⁻¹. The calculation puts the electronic energy at -3586.85101 hartree. The calculation puts the relative energy (zero: lowest compared OMol25 entry of this formula, charge and spin) at 18.9 kcal/mol. The molar mass comes out at 682.46 g/mol. As for the HOMO energy: -0.3490 hartree. The total charge is +1. The frontier orbital gap comes out at 5.86 eV.